No. 1
A structure of composition C14H24BrFeN5O6. Source: the OMol25 dataset; level of theory: wB97M-V/def2-TZVPD.

For the frontier orbital gap (alpha / beta), the calculation gives 4.2 / 5.6 eV. Its spin multiplicity is 5. The value obtained for the HOMO energy (alpha / beta) is -0.204 / -0.264 Eh.

Structure (XYZ):
```
51
Properties=species:S:1:pos:R:3:forces:R:3
O -2.27276 -1.00100 -3.31349 1.622 2.302 1.463
H -3.10932 -0.62921 -3.42767 -2.412 1.074 -0.428
Fe -0.17953 0.13310 0.12651 0.381 -1.098 -2.545
N -0.61054 1.83376 -0.71122 -0.280 0.525 -2.602
N 1.09905 -0.04251 -1.39202 -2.414 1.976 -1.599
N -1.31963 0.06921 1.66422 -1.463 -1.294 4.896
N 0.49410 -1.47678 1.06127 -2.175 -2.580 1.799
O -1.60822 2.55622 -0.33292 0.058 -0.310 0.684
O -2.22855 1.05205 2.01784 0.677 -0.184 -1.486
O 1.01594 -2.51031 0.34545 0.463 0.915 0.486
O 1.58310 -1.16744 -1.79102 0.822 -0.735 0.711
C 0.74042 0.86292 -2.36388 1.113 -1.929 1.715
C -0.24336 1.82941 -2.03043 -0.218 0.090 1.805
C -1.17614 -0.91375 2.59008 -0.660 2.831 -1.566
C -0.14255 -1.82250 2.22318 2.718 -0.341 -3.686
C -0.81694 2.77916 -3.02390 0.193 0.392 -0.149
H -1.56264 2.37213 -3.71894 0.099 -0.337 0.419
H -0.00516 3.14508 -3.65757 -0.075 0.154 0.056
H -1.27537 3.61436 -2.49851 0.014 0.011 -0.001
C 1.50405 0.71110 -3.61509 0.320 0.343 -0.906
H 1.29684 -0.19080 -4.21734 -0.164 0.259 0.547
H 2.56547 0.66394 -3.31957 -0.298 -0.097 -0.256
H 1.36734 1.58172 -4.25294 0.017 -0.004 -0.111
C -2.03515 -1.09036 3.81333 -0.330 -0.181 0.000
C 0.24887 -3.07949 2.90006 0.189 -0.489 0.356
H -3.04129 -0.69488 3.60136 0.436 -0.029 0.177
H -1.62872 -0.57907 4.70583 -0.098 -0.045 -0.521
H -2.14379 -2.16268 4.08923 0.231 0.654 -0.356
H 1.10532 -3.52315 2.38546 -0.180 0.192 0.087
H -0.49894 -3.86956 2.99561 -0.285 0.268 -0.239
H 0.54794 -2.83444 3.91751 0.072 0.011 0.204
H -2.15638 1.61892 1.17540 -0.453 0.200 0.542
H 1.29928 -2.07915 -0.57393 0.008 0.115 0.269
C -1.84618 -2.94872 -3.07825 1.636 -3.620 0.532
H -1.63052 -2.68144 -4.08124 0.256 -0.514 -0.664
H -2.88044 -3.24876 -2.90218 0.476 -0.145 0.219
H -0.96867 -3.52754 -2.59673 -1.638 0.910 -0.317
O -1.52036 -0.63267 -0.92318 -2.279 -1.248 0.820
H -2.04646 -0.83130 -2.31152 0.188 -0.027 -1.418
H -2.32349 -0.95067 -0.42845 1.231 0.432 -0.724
Br 5.29923 0.72918 1.41417 -0.039 0.143 0.224
C 3.52390 1.29689 1.68999 -0.772 0.267 0.005
C 3.16440 2.34138 2.55453 0.167 -0.102 -0.095
C 1.83966 2.76181 2.68117 -0.201 -0.205 -0.122
C 0.88699 2.13480 1.90129 0.871 -0.680 -0.326
N 1.25555 1.13781 1.08416 1.422 0.457 1.149
C 2.51665 0.67184 0.96749 -0.543 1.265 0.570
H 3.94230 2.82275 3.11716 0.189 0.158 0.212
H 1.46594 3.53071 3.35285 0.648 0.009 -0.004
H -0.17628 2.38140 1.91953 0.421 0.087 -0.040
H 2.68505 -0.14349 0.26734 0.040 0.155 0.212
```
Positions in Å, forces in eV/Å.

Löwdin atomic charges, in units of e: -0.155, 0.013, 0.659, -0.182, -0.178, -0.076, -0.045, -0.149, -0.016, -0.014, -0.138, -0.224, -0.229, -0.195, -0.207, -0.012, 0.096, 0.074, 0.075, -0.018, 0.103, 0.098, 0.070, 0.005, -0.011, 0.091, 0.104, 0.094, 0.086, 0.097, 0.093, 0.086, 0.075, -0.030, -0.026, -0.006, 0.023, -0.288, 0.004, 0.065, 0.777, -0.656, -0.078, -0.028, -0.086, -0.033, -0.136, 0.103, 0.116, 0.108, 0.103

---

No. 2
A structure of composition C14H24Cl2NO3RuS3. Source: the OMol25 dataset; level of theory: wB97M-V/def2-TZVPD.

Its net charge is +2. For the frontier orbital gap (alpha / beta), the calculation gives 5.1 / 5.2 eV. Its spin multiplicity is 2. The value obtained for the HOMO energy (alpha / beta) is -0.550 / -0.550 Eh.

Structure (XYZ):
```
48
Properties=species:S:1:pos:R:3:forces:R:3
Ru -0.14704 1.37165 -0.83680 -0.693 -1.445 3.753
C -3.50364 0.88165 -0.31800 -0.105 -0.142 -0.196
C -3.20334 1.21345 1.13340 0.315 -0.091 -0.015
S -1.60074 2.05505 1.41070 0.727 -0.259 -2.100
C -1.98894 3.77855 0.89930 -0.098 -0.286 0.074
C -0.86714 4.37675 0.07390 0.137 0.070 -0.216
S -0.66874 3.51205 -1.51410 0.343 -1.123 0.429
C -0.75944 0.78315 -2.79630 0.357 0.269 -0.429
C -2.07884 0.05855 -2.72630 -0.073 -0.058 -0.055
S -2.35364 -0.40755 -0.95280 1.581 2.074 0.259
H -3.42964 1.75425 -0.97070 -0.077 -0.089 0.067
H -4.51274 0.46585 -0.38400 0.027 0.058 -0.051
H -3.13814 0.30825 1.74010 -0.078 0.049 0.029
H -3.98354 1.84935 1.55540 0.014 -0.021 0.012
H -2.11954 4.35295 1.81900 -0.042 -0.028 -0.062
H -2.92174 3.77375 0.33440 -0.038 -0.007 0.124
H 0.08666 4.33415 0.60590 0.028 0.003 -0.097
H -1.09224 5.41815 -0.17740 0.031 -0.122 0.095
H 0.07316 0.12465 -3.07670 -0.048 0.137 0.265
H -0.79984 1.62925 -3.48990 0.082 -0.068 0.309
H -2.07364 -0.88495 -3.27580 -0.044 0.136 -0.030
H -2.92644 0.65995 -3.05120 0.015 -0.062 -0.008
Cl 4.00576 0.14555 1.41050 0.538 0.080 0.132
C 3.80206 1.74745 0.71990 -0.834 0.237 -0.725
Cl 3.93166 3.00295 1.93760 -0.024 -0.027 -0.173
C 2.37016 1.72245 0.02920 3.684 0.188 1.291
O 2.33516 1.24445 -1.10050 -1.941 -0.244 -1.611
O 1.41516 2.14445 0.68840 -2.846 0.298 -0.911
H 4.55536 1.89115 -0.06010 -0.161 0.017 0.263
O 0.44776 -0.49825 0.24270 -1.388 1.627 0.033
C 1.38436 -1.29535 0.26540 1.757 -1.220 0.257
C 1.89906 -1.98835 -0.95210 0.161 0.063 -0.162
C 1.55146 -3.48275 -0.72680 -0.236 0.055 -0.122
C 0.30506 -3.71845 0.15520 0.119 -0.481 -0.039
C 0.55716 -3.78275 1.66490 -0.304 0.615 0.500
C 0.89856 -2.40935 2.30820 -0.560 -1.129 0.267
N 1.86416 -1.79155 1.44230 -0.139 0.885 -0.892
H 2.97156 -1.85465 -1.07710 0.103 0.081 -0.005
H 1.40416 -1.58405 -1.83700 0.048 0.005 0.051
H 2.39916 -4.00505 -0.28230 0.046 0.013 -0.033
H 1.38376 -3.93375 -1.70290 0.060 -0.041 -0.038
H -0.10644 -4.69055 -0.12400 -0.068 0.101 -0.054
H -0.46594 -2.97665 -0.06700 -0.136 0.021 -0.058
H 1.37086 -4.48255 1.86390 -0.011 -0.054 0.030
H -0.33764 -4.15515 2.16570 0.053 -0.223 0.007
H 1.32816 -2.56115 3.29890 -0.167 0.218 0.002
H 0.01386 -1.77145 2.36870 0.161 -0.054 0.115
H 2.72476 -2.32535 1.36610 -0.276 -0.022 -0.284
```
Positions in Å, forces in eV/Å.

Löwdin atomic charges, in units of e: 1.013, -0.472, -0.465, 1.014, -0.457, -0.545, 0.841, -0.276, -0.440, 1.032, 0.078, 0.106, 0.092, 0.110, 0.108, 0.090, 0.084, 0.098, 0.080, 0.056, 0.096, 0.096, 0.724, -0.988, 0.672, -0.783, 0.031, -0.084, 0.083, -0.127, -0.507, -0.082, -0.147, -0.181, -0.154, -0.148, 0.023, 0.132, 0.111, 0.121, 0.119, 0.123, 0.097, 0.122, 0.118, 0.132, 0.120, 0.136

---

No. 3
A structure of composition C14H24Cl3N2O3S4SbSe2SiW. Source: the OMol25 dataset; level of theory: wB97M-V/def2-TZVPD.

For the frontier orbital gap, the calculation gives 6.1 eV. The value obtained for the HOMO energy is -0.285 Eh. The calculation puts the relative energy (zero: lowest compared OMol25 entry of this formula, charge and spin) at 0.4654 eV.

Structure (XYZ):
```
55
Properties=species:S:1:pos:R:3:forces:R:3
W 1.31151 1.63520 0.47872 -1.167 0.487 -1.468
C -3.52220 -2.86444 1.73220 0.115 0.220 -0.025
Se -2.90165 -1.18732 0.95040 -0.022 0.154 -0.097
C -2.68105 -0.22580 2.64387 0.102 -0.158 -0.293
C -1.39651 -0.61128 3.35368 0.051 0.120 -0.134
Se 0.28200 0.35577 2.94219 -0.111 0.006 0.191
C -0.02850 1.77947 4.23059 -0.063 -0.051 -0.029
H -4.43317 -2.68771 2.29839 -0.012 -0.045 0.001
H -2.75260 -3.29806 2.36752 -0.038 -0.040 0.004
H -3.72823 -3.53440 0.90116 -0.001 -0.017 0.017
H -3.54880 -0.50017 3.24502 0.035 0.085 0.086
H -2.73509 0.84278 2.43553 -0.021 -0.023 -0.042
H -1.16321 -1.65933 3.17485 0.055 0.004 0.054
H -1.48627 -0.46001 4.43078 0.074 -0.012 0.009
H -0.05006 1.33937 5.22521 0.023 -0.037 -0.016
H -0.96696 2.28585 4.01623 0.027 0.034 0.013
H 0.79529 2.48286 4.15122 0.003 0.015 -0.006
S 2.53164 1.89197 -1.55262 -0.271 -0.165 0.684
Sb 1.49799 4.01861 -2.40116 -0.356 -0.275 -0.129
S 1.13995 4.17485 0.29154 0.209 0.277 -0.278
S -0.28783 3.23738 1.34718 0.412 -0.334 0.225
S -0.28388 3.25648 -3.54850 0.485 0.210 0.186
O 2.13845 -1.18230 -3.37649 0.194 0.143 0.270
C 1.19255 -0.73686 -4.33384 -0.199 0.022 -0.005
N 0.05475 -1.61300 -4.32494 0.225 0.012 -0.092
C -1.08013 -1.53055 -3.57841 -0.126 0.003 0.019
O -1.93409 -2.39776 -3.61981 0.042 0.117 -0.008
C -1.28896 -0.30925 -2.72586 0.124 -0.066 0.075
C -2.49458 0.37670 -2.81182 0.022 -0.089 0.033
C -2.68843 1.45029 -1.97296 -0.073 -0.113 0.003
C -1.70537 1.77352 -1.05458 -0.029 0.028 0.046
N -0.55823 1.10216 -0.92632 -0.139 -0.220 0.035
C -0.36262 0.08056 -1.77633 -0.193 -0.044 -0.028
H 2.61320 -0.41547 -3.01948 -0.105 -0.005 -0.090
H 1.63659 -0.78363 -5.33035 -0.035 0.028 0.000
H 0.86919 0.28890 -4.13739 0.029 -0.016 0.040
H 0.15351 -2.48610 -4.82019 -0.092 -0.046 0.019
H -3.24753 0.05603 -3.51966 0.003 0.015 -0.007
H -3.59119 2.04246 -2.01039 0.003 0.009 0.002
H -1.85653 2.61347 -0.39508 0.077 0.008 0.046
H 0.56450 -0.46045 -1.68076 0.052 0.013 -0.041
Cl 3.56243 0.63131 3.40955 0.186 0.156 -0.075
Si 3.25597 2.15820 1.96777 0.298 -0.214 0.924
Cl 5.14647 2.36534 1.15855 -0.045 0.009 -0.185
Cl 3.05664 3.83306 3.19792 0.001 0.009 -0.023
C 1.13500 -2.61153 0.62776 0.008 -0.255 0.018
O 0.91238 -1.20488 0.75482 0.211 -0.041 -0.198
C 1.83994 -0.31512 0.35734 -0.026 -0.184 0.386
C 3.14160 -0.90646 -0.07092 0.099 0.142 -0.245
H 1.27744 -2.88555 -0.41823 -0.006 0.020 0.014
H 0.23268 -3.09077 0.99887 -0.025 0.079 0.005
H 1.99211 -2.93891 1.21657 -0.021 0.046 0.008
H 3.02616 -1.61393 -0.89751 -0.041 -0.013 0.032
H 3.58376 -1.43781 0.77688 0.000 0.026 0.016
H 3.82993 -0.12376 -0.37866 0.050 -0.035 0.050
```
Positions in Å, forces in eV/Å.

Löwdin atomic charges, in units of e: 0.537, -0.405, 0.917, -0.540, -0.492, 0.919, -0.391, 0.021, 0.015, 0.019, 0.064, 0.055, 0.043, 0.066, 0.035, 0.015, -0.028, 0.013, 0.461, -0.126, 0.094, -0.172, -0.071, -0.245, 0.107, -0.436, 0.075, -0.115, 0.004, -0.075, -0.236, -0.068, -0.127, 0.026, 0.129, 0.101, 0.150, 0.134, 0.119, 0.036, 0.087, 0.159, -0.756, 0.210, 0.193, -0.043, -0.290, -0.564, -0.120, 0.101, 0.091, 0.100, 0.082, 0.096, 0.027